{"formula": "C21H35FP2Sn", "method": "the ωB97M-V functional and the def2-TZVPD basis", "largest_force_ev_per_a": 4.33, "homo_lumo_gap_ev": [6.1, 6.5], "charge": 2, "lumo_energy_ev": [-7.28, -6.96], "de_lowest_ev": 1.362, "homo_energy_ha": [-0.4934, -0.4934], "symbols": ["H", "F", "C", "H", "H", "C", "H", "H", "C", "P", "H", "H", "H", "C", "H", "H", "H", "H", "H", "H", "C", "H", "H", "C", "H", "C", "H", "P", "H", "C", "H", "C", "H", "H", "H", "C", "C", "H", "H", "H", "Sn", "H", "H", "C", "C", "H", "H", "H", "C", "C", "H", "H", "C", "C", "C", "C", "C", "H", "C", "H"], "coordinates": [[3.89661, -1.92783, 2.67189], [-0.53733, 2.68646, 6.22142], [2.12511, 1.72006, 3.90370], [2.21733, -3.21110, -2.13806], [-1.64921, -3.16629, -2.74560], [1.31182, 0.39933, -2.60066], [-1.56322, 0.76002, 4.75274], [1.00690, 3.18349, 0.29646], [-2.49681, -1.97818, -0.17919], [0.52407, 1.69451, -1.54940], [0.92582, 3.15939, -3.41302], [-0.63895, -2.67044, 0.36761], [0.45142, -0.16341, -0.18994], [0.20398, 0.32342, 3.54139], [1.93503, 3.56800, -1.18758], [-3.24726, -0.85480, -2.51123], [-0.33371, 3.80048, -2.31904], [-0.53676, -4.33062, -1.95068], [-0.01929, -0.68601, 1.40042], [-2.85685, -3.02735, -0.06940], [0.03182, 2.90262, -2.83341], [3.16321, 1.98931, 3.69266], [2.26962, 0.07751, -2.15418], [-3.51937, -0.95922, -0.37810], [-1.95806, 0.99768, -2.96152], [-1.09811, -1.80185, -0.17236], [2.57030, -1.81200, -1.08852], [0.22260, -2.06643, -1.65032], [2.16155, -1.70175, 3.15640], [-0.59551, -3.41021, -2.54673], [2.48987, 2.22873, -0.14429], [1.58406, 2.74583, -0.53794], [1.99448, 3.07815, 5.60649], [1.84702, -3.29974, -0.39298], [-4.23682, 0.45109, -1.81603], [-3.29916, -0.11972, -1.68872], [-1.46168, 1.46952, -0.91898], [-0.55430, -0.52628, -3.35267], [2.55586, -2.52673, 1.57387], [-0.26524, -0.58120, 3.14059], [2.85221, 0.20774, 1.32026], [-0.80169, 1.54307, 1.14878], [-2.26217, 0.62993, 0.97380], [0.14856, 2.00097, 5.24549], [1.87089, -2.63824, -1.26467], [-4.45877, -1.52069, -0.55595], [-1.73341, 2.53816, -0.85182], [1.56678, 0.90474, -3.54705], [-0.52487, 1.01201, 4.53832], [1.45422, 0.79408, 3.11949], [0.93104, -1.38503, -3.77121], [-0.74660, 2.52628, -3.50433], [-2.11610, 0.70888, -1.91919], [0.43706, -0.81681, -2.95776], [2.86604, -1.76071, 2.30707], [-1.30498, 0.82395, 0.48815], [-0.45659, -0.44454, 0.41424], [-3.74613, -0.31934, 0.48774], [1.47204, 2.34195, 4.99603], [-0.06838, -3.56082, -3.50246]], "forces_ev_per_a": [[-0.5053, -0.2810, -0.2230], [0.7138, -0.7182, -0.9578], [-0.8313, 0.8981, 0.8343], [-0.1274, 0.1333, 0.1984], [0.3441, -0.0176, 0.1258], [0.4126, -0.2691, 0.0350], [0.3692, 0.0050, 0.1993], [0.2056, -0.3043, -0.2930], [-0.7309, -1.6820, -0.1982], [-2.5602, 1.7197, -1.5070], [-0.2377, 0.0992, -0.0024], [-0.3683, 0.6146, 0.0458], [-0.4275, -0.2999, 0.2890], [-0.6341, 0.7389, 0.3910], [-0.2577, -0.3116, 0.2042], [-0.5888, 0.1215, 0.1173], [0.0615, -0.1495, -0.2168], [-0.0898, 0.1613, -0.1854], [-0.5332, 0.1742, -0.4925], [0.3884, 0.9176, -0.0726], [0.3551, 0.0787, 0.0499], [-0.2828, 0.2059, 0.0227], [-0.3771, 0.1822, -0.0713], [-1.1796, 0.4132, -1.0250], [-0.2100, -0.0502, 0.3025], [4.0984, 1.0529, 0.9274], [-0.1635, -0.2296, 0.0956], [-2.5777, -0.9526, -1.3709], [0.4802, -0.2259, -0.5112], [0.4209, -0.1296, -0.3009], [-0.9249, 0.4593, -0.3406], [1.0051, 0.2062, 0.3547], [-0.2850, -0.1907, -0.0776], [0.1210, 0.0733, -0.1371], [0.3156, 0.0189, -0.2330], [-0.7009, -1.3723, 0.0877], [3.0063, 0.0006, 2.0730], [0.5181, -0.2034, 0.2588], [0.4020, 0.0000, 0.5529], [0.0986, 0.4520, -0.0231], [-1.0044, -0.9768, 2.2899], [0.0214, -0.1982, -0.1221], [0.1772, 0.1265, -0.1401], [-0.4829, 0.8074, 0.5699], [0.2879, -0.0732, 0.4664], [0.3458, 0.4751, 0.1149], [0.1503, -0.1991, -0.1254], [-0.0382, -0.0123, 0.4315], [0.8246, -0.5090, -0.3483], [1.0396, -0.5110, -1.1285], [-0.0819, 0.2696, 0.3401], [0.2327, 0.0713, 0.1170], [-0.5329, 0.2354, -0.9141], [-0.0954, 0.2195, -0.1486], [-0.0607, 0.2096, -0.2734], [0.0317, 0.2734, -0.2484], [0.1472, -0.7215, 0.4875], [0.1950, -0.2334, -0.1998], [0.3753, -0.4334, -0.3876], [-0.2553, -0.1592, 0.2935]]}

=====

{"formula": "C21H36AlN7O2S", "method": "the ωB97M-V functional and the def2-TZVPD basis", "largest_force_ev_per_a": 0.60, "homo_lumo_gap_ev": 8.4, "charge": 2, "lumo_energy_ev": -5.01, "homo_energy_ha": -0.4945, "symbols": ["H", "C", "H", "C", "C", "C", "H", "H", "N", "O", "C", "H", "C", "N", "H", "C", "N", "C", "H", "H", "C", "H", "C", "H", "H", "H", "C", "C", "C", "H", "H", "N", "H", "H", "H", "H", "S", "C", "H", "H", "H", "H", "C", "H", "H", "H", "N", "H", "N", "O", "H", "C", "H", "H", "C", "Al", "H", "H", "N", "H", "H", "H", "C", "C", "C", "C", "H", "H"], "coordinates": [[1.75975, 2.94162, 3.14352], [0.27290, 2.61676, 1.61861], [-4.66602, 5.40424, -3.76503], [-2.75265, 3.25221, -2.06545], [1.10204, 3.01290, -1.63345], [-2.40857, 1.99399, -4.25767], [-1.93377, 0.95889, 3.63339], [-1.27181, -5.34821, 0.53628], [-2.26914, 2.27423, -2.82791], [0.21035, 0.64137, -0.56606], [1.59866, -2.76423, -0.82472], [3.12400, -4.09526, -1.46145], [-3.97528, 4.57190, -3.86164], [1.60712, -0.21626, 1.91588], [-1.79422, 1.56838, -2.28747], [3.11655, 1.92812, -2.39522], [-1.32568, 0.21639, 1.75422], [2.59856, -3.21758, -1.83590], [3.18558, 5.23882, -3.10644], [3.30175, -2.43072, -2.08629], [2.81722, 4.29475, -2.72787], [-1.83662, 2.86581, 2.08574], [0.17718, 0.60379, 3.73808], [0.46667, 4.73165, 1.67888], [0.96414, 5.12065, -2.02369], [-1.87474, -0.60014, 2.02368], [-1.06968, 1.05213, 2.97651], [-1.09963, -4.55203, 1.25785], [-0.25567, -3.46670, 0.66929], [1.07869, 4.03113, 0.29205], [3.70786, 1.02912, -2.50380], [2.05733, -0.51027, -1.30435], [2.44635, -0.05648, 1.35567], [0.12478, 2.94569, -1.16522], [2.41543, 2.28030, 1.64990], [-0.58066, 4.10395, 0.49304], [-2.42308, 3.19884, -0.36021], [1.37267, 0.58203, -1.22165], [2.07704, -3.51902, -2.74720], [-1.55562, 1.38978, -4.55592], [1.78379, -1.10883, 2.38186], [1.01931, -4.77986, -0.35030], [0.80897, -3.74183, -0.13677], [-0.59241, -4.99321, 2.11858], [0.11292, 1.97482, 0.75258], [0.10148, -0.44862, 4.02585], [1.38498, -1.50218, -0.57408], [-0.76007, 3.11051, 3.45980], [-3.48967, 4.25912, -2.51678], [-0.61767, -2.23310, 1.00921], [-3.32218, 1.43886, -4.46687], [1.57366, 4.22856, -2.11167], [-3.76791, 4.89091, -1.78280], [2.31690, 0.74137, 3.64759], [1.47358, 0.83852, 2.96331], [0.12193, -0.68723, 0.62051], [-3.16689, 4.87992, -4.52129], [-4.51686, 3.73583, -4.29651], [0.33615, 3.98146, 0.99802], [0.21662, 1.17181, 4.66892], [-2.05346, -4.15062, 1.59064], [-1.92755, 0.75351, 1.12186], [3.58307, 3.14376, -2.86981], [1.87207, 1.85743, -1.77337], [-0.92077, 2.51079, 2.55835], [1.56020, 2.23501, 2.33136], [-2.39037, 2.90112, -4.84833], [4.54826, 3.19466, -3.35536]], "forces_ev_per_a": [[0.0114, 0.0149, -0.0307], [-0.1024, 0.0647, 0.0473], [-0.0067, -0.0065, 0.0031], [0.0186, -0.0211, 0.0284], [0.0200, -0.1435, -0.1942], [-0.0227, 0.0169, 0.0216], [-0.0144, 0.0207, 0.0014], [0.0176, -0.0123, 0.0115], [0.0545, -0.0437, 0.0452], [-0.1402, -0.0108, -0.2553], [-0.0068, -0.1665, 0.0116], [-0.0089, 0.0004, -0.0111], [-0.0252, -0.0091, 0.0300], [-0.0778, -0.2839, -0.0356], [0.0709, 0.0256, 0.0148], [-0.0196, 0.0100, -0.0169], [-0.0547, -0.2348, -0.1589], [-0.0040, -0.0019, 0.0254], [-0.0008, -0.0023, 0.0014], [0.0086, 0.0012, 0.0046], [0.0317, -0.0002, -0.0078], [-0.0090, -0.0088, 0.0081], [-0.0349, -0.0207, -0.1350], [-0.0513, -0.0205, 0.0213], [-0.0089, 0.0209, -0.0205], [-0.0137, 0.0261, 0.0577], [0.0527, 0.0712, 0.0154], [0.0172, -0.0216, -0.0149], [0.0797, 0.0917, 0.0049], [0.0252, 0.0212, 0.0325], [-0.0003, 0.0017, 0.0016], [-0.0317, 0.0247, 0.0646], [-0.0186, 0.0357, -0.0204], [-0.0021, -0.1092, -0.3516], [0.0111, -0.0057, 0.0019], [0.1810, 0.0783, -0.0389], [-0.1326, -0.0528, -0.0673], [0.1222, -0.0222, -0.0618], [-0.0176, 0.0094, 0.0071], [-0.0071, -0.0201, 0.0079], [0.0525, 0.0456, 0.0432], [0.0023, 0.0031, 0.0022], [0.0255, 0.0137, -0.0836], [-0.0122, 0.0263, 0.0139], [-0.0084, 0.1512, 0.1730], [0.0043, 0.0040, 0.0001], [-0.0868, 0.2197, -0.0563], [-0.0105, 0.0184, -0.0212], [0.0054, 0.0868, 0.0351], [-0.1437, -0.1609, 0.1504], [-0.0159, 0.0122, -0.0089], [0.0274, -0.0300, -0.0146], [-0.0011, 0.0019, -0.0238], [0.0044, -0.0307, 0.0073], [0.0080, 0.0701, -0.0033], [0.2164, -0.1807, 0.1458], [0.0047, 0.0173, 0.0043], [0.0088, -0.0119, 0.0055], [-0.1912, 0.1981, 0.5347], [-0.0035, -0.0081, 0.0054], [-0.0077, 0.0050, -0.0182], [-0.0189, 0.0681, -0.0139], [-0.0061, 0.0203, -0.0009], [0.0698, -0.0267, -0.0596], [0.1234, 0.0671, 0.0443], [0.0082, 0.1027, 0.0747], [0.0399, -0.0061, 0.0129], [-0.0054, 0.0063, 0.0032]]}